DFT (ωB97M-V/def2-TZVPD) results for C34H19Cl4CrN4O4P as an isolated structure at a distorted geometry.

Atoms and positions in Å:
1 Cr -1.73407 -0.54961 0.36802
2 O -4.59523 1.52620 2.14427
3 C -3.80724 0.99347 1.38358
4 O -3.45981 -0.23988 1.33927
5 C -3.21051 1.80835 0.24575
6 C -3.61377 3.09844 -0.03385
7 C -3.19331 3.68952 -1.21271
8 C -2.41974 2.93664 -2.08755
9 C -2.03249 1.66672 -1.71889
10 N -2.37859 1.11725 -0.55102
11 H -4.27082 3.58156 0.67550
12 H -3.48781 4.69890 -1.46705
13 H -2.10535 3.33753 -3.04082
14 H -1.42725 1.05644 -2.37781
15 Cl 0.31182 -3.41151 6.14478
16 C -0.07984 -2.24390 4.93724
17 C 0.17852 -0.89971 5.15652
18 Cl 0.89227 -0.38685 6.64291
19 C -0.12123 0.04259 4.16201
20 Cl 0.19390 1.72290 4.44083
21 C -0.66595 -0.34854 2.94593
22 O -0.90555 0.44622 1.92023
23 C -0.90573 -1.73651 2.71513
24 O -1.30613 -2.05134 1.50992
25 C -0.63083 -2.65558 3.72018
26 Cl -0.90516 -4.32566 3.38251
27 N -2.32046 -1.63684 -1.06953
28 C -2.56915 -2.35817 -1.94398
29 C -2.81091 -3.13803 -3.04814
30 C -2.74428 -4.55057 -2.99260
31 N -2.69432 -5.70273 -2.98816
32 C -3.10970 -2.52369 -4.28596
33 N -3.34549 -2.03232 -5.30385
34 C 2.44290 -1.34688 -4.30604
35 C 3.28114 -0.93296 -3.27716
36 C 2.76105 -0.61181 -2.03393
37 C 1.38836 -0.69299 -1.81236
38 C 0.55763 -1.13486 -2.83901
39 C 1.07981 -1.46189 -4.08293
40 P 0.61781 -0.12652 -0.24734
41 C 0.92840 1.67644 -0.41619
42 C 0.89384 2.53482 0.68317
43 C 1.00218 3.90679 0.51345
44 C 1.15845 4.45023 -0.75297
45 C 1.22395 3.60663 -1.85003
46 C 1.10403 2.23525 -1.68429
47 C 1.82914 -0.73294 0.97297
48 C 1.74585 -2.08844 1.29411
49 C 2.57111 -2.63075 2.26486
50 C 3.48833 -1.82474 2.92356
51 C 3.60377 -0.48662 2.57867
52 C 2.78400 0.05928 1.60204
53 H 2.85621 -1.58481 -5.27784
54 H 4.34897 -0.86046 -3.44331
55 H 3.41711 -0.29257 -1.23285
56 H -0.50470 -1.22353 -2.65166
57 H 0.42085 -1.81217 -4.86773
58 H 0.75247 2.14326 1.67486
59 H 0.95592 4.54588 1.38660
60 H 1.22715 5.52345 -0.88237
61 H 1.36818 4.01074 -2.84490
62 H 1.15313 1.59629 -2.55699
63 H 1.00689 -2.70743 0.79960
64 H 2.48150 -3.67820 2.52395
65 H 4.10848 -2.23585 3.70995
66 H 4.33381 0.14092 3.07439
67 H 2.88645 1.10515 1.34509

The calculation puts the largest force on an atom at 3.42 eV/Å. As for the expectation value of S²: 3.779. As for the total charge: -1. As for the highest occupied orbital energy (spin up / spin down): -0.178 / -0.182 Ha. The energy above the lowest of the compared OMol25 structures with the same formula, charge and spin is 15.6 kcal per mole. The calculation puts the gap between HOMO and LUMO (spin up / spin down) at 6.76 / 6.58 eV. The LUMO energy (spin up / spin down) is 1.924 / 1.619 eV. The spin multiplicity is 4.